Entry 1:
DFT (ωB97M-V/def2-TZVPD) results for C49H95BF12HgN5O13P2 as an isolated structure in a non-equilibrium geometry.

Last column: Löwdin charge in e.
CARTESIAN COORDINATES (ANGSTROEM)
Hg: 1.400 3.469 -1.061  1.430
P: -1.939 4.899 -1.487  0.295
P: 0.380 0.611 -0.123  0.157
F: -0.130 1.874 -1.008  -0.207
F: -2.839 5.689 -0.364  -0.165
F: 1.757 1.407 -0.192  -0.226
F: -0.547 5.007 -0.614  -0.228
F: 0.236 1.312 1.300  -0.140
F: -1.076 0.010 0.009  -0.086
F: -1.140 3.980 -2.563  -0.194
F: 0.800 -0.192 -1.532  -0.154
F: 1.055 -0.576 0.708  -0.129
F: -3.272 4.614 -2.546  -0.209
F: -2.331 3.515 -0.758  -0.164
F: -1.544 6.360 -2.151  -0.171
O: 2.984 1.250 -7.199  0.260
O: 4.580 0.266 -8.435  0.097
O: -0.504 3.106 -4.991  0.133
O: -3.153 2.065 -5.740  -0.003
O: -4.126 -4.818 3.768  -0.011
O: 1.509 4.237 1.128  -0.085
O: 1.478 -0.390 -6.868  0.237
O: 0.707 1.774 -6.437  0.259
O: -0.405 -7.104 -4.132  0.031
O: 2.499 -1.970 -8.146  0.100
O: 2.196 0.987 -4.898  0.276
O: 1.617 2.353 -3.116  0.030
O: 3.217 -0.921 3.324  0.002
N: 2.825 4.687 1.046  -0.105
N: -3.583 -3.572 3.577  -0.148
N: -4.182 2.335 -4.818  -0.079
N: 3.580 -0.437 4.615  -0.080
N: 0.100 -6.018 -3.517  -0.161
C: 3.390 3.720 3.228  -0.054
C: 4.369 6.782 1.250  -0.137
C: -2.643 -1.483 4.654  -0.162
C: 0.590 -3.280 -2.508  -0.160
C: 3.932 2.518 1.299  -0.030
C: -0.626 -6.632 -1.243  -0.049
C: -5.130 1.919 -2.594  -0.126
C: -4.880 -0.162 -3.892  -0.017
C: -3.498 -3.760 1.116  -0.049
C: 5.271 4.587 1.882  -0.103
C: 5.909 -0.370 3.905  -0.053
C: -0.705 -5.601 -2.370  -0.462
C: 3.877 3.970 1.812  -0.484
C: 1.335 0.500 5.197  -0.020
C: -6.598 2.316 -3.070  -0.189
C: 4.958 -0.845 4.957  -0.525
C: -2.192 -5.261 -2.763  -0.010
C: 1.016 -5.084 -4.191  -0.443
C: 5.297 -2.298 5.211  -0.022
C: 2.395 6.773 -0.275  -0.038
C: 5.308 -0.022 6.217  -0.134
C: 4.336 -0.364 7.344  -0.219
C: -2.253 -1.994 2.223  -0.097
C: 2.976 -0.044 6.925  -0.173
C: -1.681 -1.320 3.527  -0.172
C: 2.469 -0.556 5.542  -0.450
C: -4.236 1.313 -3.741  -0.422
C: -5.507 2.711 -5.362  -0.445
C: -5.397 3.798 -6.350  -0.099
C: 3.510 0.283 -7.803  -0.402
C: -6.492 3.233 -4.235  -0.129
C: -2.397 -3.820 5.772  -0.041
C: 0.408 -4.393 -5.437  -0.035
C: -0.094 -4.373 -1.634  -0.131
C: 2.007 6.793 2.246  -0.003
C: -4.646 -2.654 5.755  -0.039
C: 2.901 6.219 1.063  -0.417
C: -1.492 -4.530 2.476  0.005
C: 1.845 -1.964 5.744  -0.022
C: -6.204 1.571 -6.281  -0.034
C: 1.488 1.905 -4.258  -0.293
C: 5.197 6.108 2.342  -0.148
C: -3.319 -2.885 4.859  -0.400
C: 0.442 2.340 -5.265  -0.321
C: 2.420 -0.826 -7.679  -0.345
C: 2.323 -5.815 -4.729  -0.044
C: -2.706 -3.501 2.369  -0.452
C: -2.842 1.256 -3.152  -0.049
C: 1.629 -3.948 -3.371  -0.165
B: 1.862 0.911 -6.320  -0.894
H: -2.128 -3.437 6.757  0.071
H: 2.931 -6.289 -3.959  0.070
H: -7.470 3.091 -4.693  0.104
H: -5.097 -0.363 -4.941  0.051
H: 2.502 6.448 3.154  0.061
H: -6.571 4.301 -4.029  0.122
H: -0.828 -4.194 1.680  0.068
H: -0.571 -3.929 -5.314  0.073
H: -2.405 -5.088 -3.818  0.070
H: -2.888 -3.727 0.213  0.070
H: 6.353 -2.369 5.468  0.091
H: 1.160 -2.647 -1.828  0.096
H: -2.572 0.391 -2.546  0.072
H: 4.689 6.133 3.306  0.094
H: 0.971 6.470 2.153  0.087
H: 2.898 -0.134 2.876  0.077
H: 3.000 -5.244 -5.365  0.082
H: -0.181 -2.715 -3.032  0.116
H: 5.185 -2.931 4.330  0.093
H: -4.839 4.631 -5.922  0.093
H: 5.143 1.050 6.107  0.121
H: 6.101 -1.100 3.119  0.089
H: -2.704 -4.492 -2.185  0.066
H: 2.162 7.865 2.372  0.090
H: 4.682 -2.649 6.040  0.066
H: -4.995 -3.640 6.062  0.063
H: -4.932 -4.620 3.286  0.105
H: -3.294 -0.609 4.615  0.116
H: 0.854 -2.011 6.197  0.075
H: -2.178 0.977 -3.970  0.075
H: -7.124 1.386 -3.286  0.088
H: 2.387 -4.319 -2.681  0.119
H: 1.309 6.788 -0.369  0.077
H: -6.682 0.762 -5.729  0.057
H: 0.940 0.398 4.186  0.057
H: -5.192 1.251 -1.735  0.114
H: 2.384 -0.538 7.695  0.120
H: -1.430 -3.801 5.270  0.041
H: 2.192 -3.268 -4.010  0.123
H: -7.057 2.673 -2.148  0.105
H: -1.780 -5.541 2.189  0.070
H: 2.709 1.001 7.079  0.114
H: -2.380 2.041 -2.554  0.054
H: 3.956 2.934 3.728  0.090
H: -1.346 -2.130 1.633  0.089
H: -6.964 2.008 -6.929  0.070
H: -4.889 3.624 -7.299  0.084
H: 4.749 2.026 1.827  0.080
H: -5.845 -0.397 -3.444  0.059
H: -4.582 -2.122 6.705  0.069
H: 1.301 4.316 2.062  0.101
H: -1.065 -4.571 3.478  0.059
H: -1.034 -6.618 -4.670  0.088
H: 3.950 2.333 0.225  0.084
H: 1.060 -3.612 -5.830  0.080
H: 2.714 6.091 -1.063  0.065
H: -3.453 1.247 -6.144  0.086
H: 6.314 -0.203 6.596  0.119
H: -5.523 1.127 -7.007  0.070
H: -5.410 -2.095 5.214  0.069
H: 2.184 -6.759 -5.256  0.065
H: -4.041 -4.705 1.112  0.082
H: 4.488 -1.408 7.614  0.104
H: -4.766 2.874 -2.214  0.093
H: 6.907 -0.262 4.330  0.083
H: 2.878 7.685 -0.626  0.090
H: -1.036 -7.589 -1.564  0.076
H: -2.593 -4.888 5.876  0.075
H: -2.844 -6.112 -2.563  0.071
H: 0.600 -4.534 -0.810  0.113
H: 0.399 -6.893 -0.978  0.085
H: -1.422 -0.261 3.519  0.109
H: -1.040 -6.312 -0.288  0.071
H: -1.014 -4.027 -1.163  0.082
H: 2.361 3.371 3.309  0.079
H: 4.329 7.802 1.631  0.113
H: 4.533 0.156 8.282  0.118
H: 5.897 4.553 0.991  0.124
H: 2.475 -2.494 6.457  0.063
H: -2.843 -1.334 1.587  0.111
H: -4.358 -0.911 -3.297  0.069
H: 1.920 -2.672 4.919  0.082
H: 6.211 6.481 2.488  0.111
H: -4.250 -2.987 0.961  0.087
H: 5.745 3.915 2.598  0.115
H: -2.015 -1.254 5.515  0.102
H: 5.699 0.623 3.506  0.072
H: 3.029 1.994 1.613  0.062
H: 0.433 0.199 5.728  0.076
H: 1.627 1.550 5.217  0.070
H: 0.123 -5.105 -6.212  0.076
H: 3.306 4.470 4.014  0.084
H: -6.257 4.359 -6.717  0.085
H: -0.818 -1.913 3.830  0.098
H: 4.898 6.875 0.301  0.119

Computed properties:
Charge: -1
Kohn-Sham gap in eV: 4.75
Energy above the lowest of the compared OMol25 structures with the same formula, charge and spin in kcal/mol: 133.3
HOMO level in eV: -6.02

---

Entry 2:
DFT (ωB97M-V/def2-TZVPD) results for one molecule with the formula C5H12N2O.

Last column: Löwdin charge in e.
CARTESIAN COORDINATES (ANGSTROEM)
O: -0.168 1.386 -0.599  -0.102
N: -1.134 0.057 -2.281  0.162
N: 1.531 -0.136 1.194  0.035
C: -0.544 2.594 -1.224  -0.074
C: 0.274 -2.123 1.765  -0.073
C: -0.025 -1.000 -0.458  -0.094
C: -0.505 0.213 -1.208  -0.458
C: 0.234 -0.781 1.037  -0.470
H: -0.174 3.391 -0.583  0.093
H: -1.424 0.897 -2.771  0.042
H: -0.090 2.685 -2.216  0.096
H: -1.633 2.673 -1.311  0.096
H: -0.597 -0.180 1.455  0.138
H: -0.766 -1.783 -0.614  0.119
H: 0.909 -1.331 -0.915  0.131
H: 1.076 -2.733 1.360  0.079
H: 1.724 0.035 2.175  0.072
H: 1.525 0.759 0.717  0.060
H: 0.459 -1.971 2.826  0.071
H: -0.669 -2.651 1.651  0.074

Computed properties:
Charge: 0
Kohn-Sham gap in eV: 10.10
Energy above the lowest of the compared OMol25 structures with the same formula, charge and spin in kcal/mol: 31.7
HOMO level in eV: -9.26
Structure (SMILES): [H]/N=C(/C[C@@H](C)N)OC

---

Entry 3:
DFT (ωB97M-V/def2-TZVPD) results for a 2-piece molecular cluster, CN2O2 overall in a non-equilibrium geometry.

Last column: Löwdin charge in e.
CARTESIAN COORDINATES (ANGSTROEM)
O: -2.045 -0.289 0.621  0.135
O: 1.909 -0.231 0.647  0.036
N: -0.575 0.630 -0.795  0.200
N: -1.267 0.093 -0.109  -0.308
C: 1.767 -0.037 -0.446  -0.063

Computed properties:
Charge: 0
Kohn-Sham gap in eV: 12.76
Energy above the lowest of the compared OMol25 structures with the same formula, charge and spin in kcal/mol: 97.1
HOMO level in eV: -11.80

---

Entry 4:
DFT (ωB97M-V/def2-TZVPD) results for a 5-piece molecular cluster, C4H17NO6 overall in a non-equilibrium geometry.

Last column: Löwdin charge in e.
CARTESIAN COORDINATES (ANGSTROEM)
O: -1.950 0.249 -0.246  -0.050
O: -1.779 1.732 -3.580  -0.042
O: -2.469 -0.292 2.821  -0.058
O: -1.848 3.152 -1.099  -0.047
O: 1.397 -0.547 3.175  0.089
O: -0.052 0.122 1.662  0.050
N: 1.964 -0.745 0.967  0.093
C: 1.667 -0.600 -0.453  -0.201
C: 1.178 -0.375 2.002  -0.591
C: 2.059 -1.866 -1.207  -0.246
C: 1.839 -1.706 -2.715  -0.109
H: -2.668 -0.031 0.331  0.052
H: -1.146 3.687 -1.470  0.045
H: 2.119 -0.738 -3.135  0.072
H: -1.538 -0.165 3.049  0.022
H: -1.217 1.481 -2.849  0.012
H: 2.352 -2.449 -3.324  0.070
H: 3.057 -2.267 -1.009  0.108
H: -0.368 -0.077 0.764  0.050
H: 1.378 -2.650 -0.857  0.113
H: 0.770 -1.875 -2.862  0.073
H: -2.670 -1.169 3.163  0.041
H: 2.284 0.206 -0.884  0.125
H: -1.651 1.116 0.062  0.037
H: 0.677 -0.257 -0.744  0.106
H: 2.855 -1.192 1.088  0.147
H: -2.028 2.388 -1.654  -0.017
H: -2.323 0.996 -3.878  0.057

Computed properties:
Charge: 0
Kohn-Sham gap in eV: 10.26
Energy above the lowest of the compared OMol25 structures with the same formula, charge and spin in kcal/mol: 2.9
HOMO level in eV: -9.98
Structure (SMILES): CCCNC(=O)O.O.O.O.O

---

Entry 5:
DFT (ωB97M-V/def2-TZVPD) results for a 3-piece molecular cluster, C32H25F3O4P overall.

Last column: Löwdin charge in e.
CARTESIAN COORDINATES (ANGSTROEM)
P: 3.499 -0.101 8.673  0.136
F: -1.878 0.176 6.382  0.088
F: -0.693 -1.841 7.625  0.047
F: -0.022 1.315 6.214  0.128
O: -0.114 2.316 -4.318  0.118
O: -3.378 1.553 -8.500  0.099
O: 1.136 -2.398 3.384  0.124
O: -0.247 -0.469 -1.421  0.083
C: 1.534 -1.240 6.926  -0.246
C: -3.388 -1.291 -5.437  -0.059
C: -2.522 -1.110 -4.365  -0.048
C: -2.620 1.706 -7.565  -0.279
C: -2.585 0.741 -6.431  -0.087
C: -2.651 -0.681 2.952  -0.047
C: 2.982 -2.672 1.306  0.003
C: 1.370 -1.593 -0.127  -0.082
C: 3.468 -2.338 -1.027  -0.063
C: -3.000 -0.158 1.711  -0.058
C: 0.816 -1.974 2.297  -0.271
C: -0.873 -0.832 0.824  -0.084
C: -1.724 0.930 -5.345  -0.076
C: -0.518 -1.346 2.073  -0.074
C: -1.688 2.869 -7.519  -0.084
C: 3.843 -2.802 0.230  -0.058
C: 2.237 -1.731 -1.205  -0.006
C: 0.005 5.068 -7.455  -0.060
C: -0.855 3.079 -6.419  -0.081
C: 0.056 -0.923 -0.334  -0.265
C: 2.256 -1.529 8.255  -0.422
C: -1.412 -1.273 3.133  0.010
C: -0.835 2.124 -5.271  -0.276
C: -0.548 0.158 6.556  -0.331
C: -1.661 3.756 -8.588  -0.007
C: -0.813 4.850 -8.558  -0.063
C: 0.095 -0.892 7.045  -0.230
C: 1.741 -2.075 1.129  -0.076
C: -0.014 4.185 -6.389  -0.003
C: -2.115 -0.233 0.649  -0.007
C: -3.420 -0.368 -6.469  -0.009
C: -1.693 -0.002 -4.314  0.007
H: 2.822 0.167 9.974  -0.096
H: -2.306 3.578 -9.438  0.118
H: 1.542 -2.127 6.276  0.104
H: 2.582 0.850 7.988  -0.071
H: 1.937 -1.359 -2.175  0.118
H: 2.784 -2.484 8.173  0.049
H: 3.261 -3.028 2.288  0.124
H: -4.087 -0.499 -7.310  0.118
H: -1.024 0.134 -3.475  0.093
H: -0.790 5.537 -9.394  0.105
H: 4.141 -2.447 -1.868  0.104
H: 0.662 5.928 -7.429  0.106
H: 2.062 -0.442 6.385  0.081
H: 4.190 -0.408 7.380  -0.075
H: -1.131 -1.672 4.098  0.120
H: -3.341 -0.622 3.783  0.109
H: -3.966 0.311 1.575  0.105
H: -2.376 0.171 -0.319  0.116
H: 4.439 1.002 8.930  -0.117
H: -2.491 -1.835 -3.562  0.109
H: 1.525 -1.573 9.071  0.051
H: 4.406 -1.052 9.367  -0.096
H: 4.810 -3.267 0.369  0.106
H: 0.620 4.341 -5.527  0.121
H: -4.038 -2.157 -5.469  0.105

Computed properties:
Charge: -1
Kohn-Sham gap in eV: 3.29
HOMO level in eV: -3.12

---

Entry 6:
DFT (ωB97M-V/def2-TZVPD) results for C4H12N4 as an isolated structure in a non-equilibrium geometry.

Last column: Löwdin charge in e.
CARTESIAN COORDINATES (ANGSTROEM)
N: 1.240 1.484 0.458  -0.127
N: 0.373 -2.323 0.572  -0.033
N: 0.363 2.435 1.020  0.010
N: -1.444 -1.560 -1.711  0.070
C: -1.350 -0.580 -0.867  -0.318
C: -0.068 -1.007 0.938  -0.235
C: -0.497 0.671 -1.101  -0.163
C: 0.683 0.413 -0.224  -0.240
H: 0.776 3.359 0.922  0.082
H: 1.437 -0.232 -0.669  0.126
H: -1.024 -1.056 1.454  0.085
H: -0.232 0.756 -2.160  0.108
H: 2.049 1.241 1.027  0.124
H: -2.168 -0.402 -0.161  0.114
H: -0.966 -1.376 -2.594  0.041
H: -1.010 1.565 -0.742  0.100
H: 0.547 -0.652 1.772  0.072
H: 1.331 -2.318 0.241  0.059
H: 0.188 2.246 2.006  0.083
H: -0.227 -2.665 -0.182  0.042

Computed properties:
Charge: 0
Kohn-Sham gap in eV: 8.43
Energy above the lowest of the compared OMol25 structures with the same formula, charge and spin in kcal/mol: 97.9
HOMO level in eV: -7.60

---

Entry 7:
DFT (ωB97M-V/def2-TZVPD) results for C5H12BBr4Na4O3 as an isolated structure in a non-equilibrium geometry.

Last column: Löwdin charge in e.
CARTESIAN COORDINATES (ANGSTROEM)
Br: -0.410 22.420 3.287  0.887
Br: 3.923 20.628 5.961  0.884
Br: 7.139 20.511 4.349  0.635
Br: 2.792 21.857 2.757  1.036
Na: 1.572 17.338 2.229  0.684
Na: -0.353 19.673 3.363  0.334
Na: 1.082 17.436 4.742  0.769
Na: 1.819 20.082 2.094  0.014
O: -0.362 20.324 1.584  -0.220
O: -1.117 18.532 0.791  0.039
O: 1.009 18.617 1.341  -0.203
C: 2.153 22.299 4.581  -0.652
C: -0.114 19.130 1.213  -0.975
C: 4.386 19.452 4.439  -0.672
C: 0.910 23.181 4.622  -0.481
C: 5.819 19.043 4.360  -0.638
B: 1.626 19.385 3.981  -0.572
H: 1.931 21.442 5.216  -0.025
H: 0.994 18.923 4.723  -0.002
H: 3.036 22.700 5.078  0.017
H: 6.084 18.454 5.239  0.061
H: 1.270 20.397 3.871  -0.061
H: 2.647 19.404 4.332  -0.076
H: 1.479 18.822 3.072  -0.027
H: 0.430 23.254 5.597  0.078
H: 3.945 19.952 3.577  -0.019
H: 3.759 18.561 4.456  0.042
H: 5.958 18.404 3.488  0.072
H: 1.236 24.172 4.304  0.071

Computed properties:
Charge: +1
Kohn-Sham gap in eV: 4.71
HOMO level in eV: -10.42

---

Entry 8:
DFT (ωB97M-V/def2-TZVPD) results for one molecule with the formula C18H15BrO4S in a non-equilibrium geometry.

Last column: Löwdin charge in e.
CARTESIAN COORDINATES (ANGSTROEM)
Br: 4.698 -4.526 3.639  0.784
S: 2.057 1.239 -1.304  0.761
O: 1.760 -2.891 -1.353  0.140
O: 2.941 1.897 -0.353  -0.323
O: 2.457 1.448 -2.703  -0.304
O: 0.927 -1.198 -2.649  0.098
C: -1.459 2.059 0.591  -0.019
C: 2.480 -3.241 -0.232  -0.169
C: -4.227 3.651 0.226  -0.069
C: 2.506 -4.594 0.129  0.029
C: 1.621 -1.571 -1.696  -0.407
C: -4.406 1.327 0.998  -0.065
C: -0.617 1.543 -2.043  -0.038
C: 3.141 -2.274 0.545  -0.134
C: -0.112 1.855 0.318  -0.045
C: 3.116 -4.994 1.326  -0.092
C: -2.416 2.028 -0.433  -0.183
C: 3.066 -0.884 0.153  0.072
C: 3.831 -4.053 2.066  -0.719
C: 3.865 -2.702 1.692  -0.053
C: -3.882 2.206 -0.156  -0.388
C: 0.300 1.583 -0.993  -0.265
C: 2.248 -0.523 -0.935  -0.146
C: -1.965 1.718 -1.734  -0.003
H: -3.888 4.326 -0.578  0.088
H: -3.781 3.980 1.183  0.091
H: -4.224 0.259 0.784  0.091
H: 2.044 -5.289 -0.537  0.119
H: 3.597 -0.139 0.743  0.126
H: 3.116 -6.029 1.646  0.107
H: -1.770 2.130 1.621  0.111
H: -3.891 1.567 1.885  0.049
H: -0.288 1.401 -3.088  0.132
H: -4.436 1.933 -1.054  0.130
H: 4.446 -1.988 2.280  0.115
H: -5.297 3.752 0.332  0.069
H: -2.681 1.616 -2.505  0.101
H: -5.493 1.502 1.051  0.088
H: 0.615 1.875 1.139  0.121

Computed properties:
Charge: 0
Kohn-Sham gap in eV: 8.20
Energy above the lowest of the compared OMol25 structures with the same formula, charge and spin in kcal/mol: 0.0
HOMO level in eV: -9.25
Structure (SMILES): CC(C)c1ccc(S(=O)(=O)c2cc3cc(Br)ccc3oc2=O)cc1